(1)
Density functional theory data (ωB97M-V with the def2-TZVPD basis set) for a molecular structure, C33H36GeNNaO2 at a distorted geometry.

Output
- HOMO energy (eV) = 1.20
- net charge = -2
- orbital gap (eV) = 2.60

Geometry as XYZ:
```
74
Properties=species:S:1:pos:R:3:lowdin_charge:R:1
Na -2.982 -0.091 0.880 0.374
C -4.754 -1.379 5.230 -0.109
C -4.148 -0.038 5.656 -0.416
C -4.885 1.126 4.984 -0.107
C -2.655 0.026 5.403 -0.189
C -1.816 0.228 6.471 -0.145
C -0.413 0.305 6.373 -0.202
C 0.115 0.136 5.083 -0.149
C -0.658 -0.071 3.963 -0.183
C 0.054 -0.266 2.639 -0.384
C -0.252 -1.631 2.001 -0.081
C -0.184 0.873 1.635 -0.071
C -2.165 -0.111 3.989 -0.414
N -2.908 -0.252 2.955 -0.087
H -5.836 -1.412 5.412 0.051
H -4.285 -2.196 5.786 0.063
H -4.554 -1.518 4.166 0.044
H -4.291 0.060 6.744 0.103
H -4.659 1.098 3.917 0.043
H -4.537 2.078 5.397 0.063
H -5.971 1.060 5.135 0.052
H -2.273 0.332 7.459 0.075
H 0.219 0.462 7.239 0.035
H 1.201 0.165 4.955 0.075
H 1.132 -0.245 2.864 0.103
H -1.336 -1.739 1.930 0.043
H 0.123 -2.435 2.639 0.071
H 0.204 -1.740 1.008 0.051
H -1.230 0.929 1.337 0.034
H 0.432 0.734 0.734 0.027
H 0.073 1.837 2.079 0.083
O -4.024 0.102 -3.162 -0.038
C -3.087 0.129 -2.354 -0.692
O -3.128 0.172 -1.094 -0.121
C -1.660 0.187 -2.949 -0.177
C -0.569 -0.212 -1.965 -0.276
Ge 1.208 -0.051 -2.670 0.998
C 1.751 1.823 -2.674 -0.260
C 0.942 2.780 -2.067 -0.084
C 1.345 4.113 -2.004 -0.084
C 2.556 4.494 -2.554 -0.112
C 3.376 3.552 -3.160 -0.102
C 2.973 2.222 -3.212 -0.123
C 2.539 -1.000 -1.608 -0.255
C 2.742 -0.599 -0.288 -0.096
C 3.647 -1.263 0.530 -0.078
C 4.372 -2.336 0.029 -0.106
C 4.186 -2.746 -1.282 -0.106
C 3.270 -2.082 -2.095 -0.109
C 1.328 -0.715 -4.503 -0.262
C 0.987 -2.041 -4.772 -0.117
C 1.020 -2.542 -6.069 -0.096
C 1.386 -1.714 -7.120 -0.113
C 1.712 -0.390 -6.875 -0.098
C 1.679 0.104 -5.573 -0.098
H -1.527 1.236 -3.248 0.107
H -1.625 -0.394 -3.874 0.098
H -0.704 -1.231 -1.592 0.087
H -0.622 0.418 -1.074 0.042
H -0.008 2.495 -1.630 0.101
H 0.707 4.842 -1.519 0.101
H 2.871 5.530 -2.502 0.093
H 4.329 3.848 -3.582 0.092
H 3.633 1.491 -3.668 0.101
H 2.177 0.228 0.130 0.085
H 3.767 -0.951 1.559 0.104
H 5.074 -2.859 0.668 0.093
H 4.746 -3.586 -1.675 0.091
H 3.136 -2.419 -3.117 0.083
H 0.680 -2.698 -3.966 0.108
H 0.747 -3.573 -6.256 0.096
H 1.403 -2.100 -8.133 0.092
H 1.983 0.266 -7.694 0.094
H 1.921 1.145 -5.400 0.086
```

(2)
Density functional theory data (ωB97M-V with the def2-TZVPD basis set) for a molecular structure, C33H36N4O3S3Tc at a distorted geometry.

Output
- HOMO energy (alpha / beta) (eV) = -13.63 / -13.65
- net charge = +2
- relative energy (zero: lowest compared OMol25 entry of this formula, charge and spin) (kJ/mol) = 14.49
- 2S+1 = 4
- orbital gap (alpha / beta) (eV) = 6.04 / 5.97

Geometry as XYZ:
```
80
Properties=species:S:1:pos:R:3:lowdin_charge:R:1
Tc -0.711 -1.051 -1.980 0.804
S -1.216 -1.184 0.224 0.775
C -1.222 0.422 0.819 -0.580
N -1.215 0.699 2.105 -0.056
C -0.936 2.065 2.543 -0.078
C -1.708 3.039 1.686 -0.064
N -1.471 2.766 0.268 -0.051
C -1.585 3.943 -0.633 -0.085
C -0.293 4.715 -0.673 -0.216
C 0.679 4.407 -1.621 -0.051
C 1.871 5.113 -1.651 -0.063
C 2.103 6.128 -0.734 -0.056
C 1.133 6.452 0.202 -0.051
C -0.064 5.752 0.227 -0.041
C -1.236 1.549 -0.162 -0.565
S -1.040 1.188 -1.831 0.760
C -1.279 -0.349 3.156 -0.086
C 0.090 -0.798 3.597 -0.224
C 0.854 -0.016 4.460 -0.043
C 2.099 -0.454 4.882 -0.058
C 2.575 -1.690 4.469 -0.064
C 1.809 -2.484 3.631 -0.061
C 0.574 -2.036 3.188 -0.053
H 0.144 2.235 2.478 0.134
H -1.240 2.152 3.584 0.142
H -1.370 4.055 1.881 0.130
H -2.786 2.982 1.864 0.159
H -2.402 4.540 -0.226 0.145
H -1.884 3.578 -1.615 0.097
H 0.490 3.640 -2.360 0.090
H 2.614 4.885 -2.402 0.116
H 3.028 6.684 -0.765 0.117
H 1.296 7.263 0.895 0.117
H -0.839 6.054 0.921 0.115
H -1.861 -1.181 2.760 0.106
H -1.847 0.103 3.970 0.143
H 0.469 0.923 4.835 0.112
H 2.683 0.152 5.559 0.116
H 3.534 -2.042 4.821 0.118
H 2.170 -3.457 3.329 0.116
H -0.030 -2.668 2.550 0.096
C 3.443 -0.210 1.302 -0.071
N 3.372 0.905 0.374 -0.254
C 3.302 2.157 1.109 -0.076
C 2.223 0.766 -0.494 -0.187
C 2.352 -0.366 -1.485 -0.198
C 3.588 -0.703 -2.018 0.002
C 3.720 -1.722 -2.960 -0.022
C 2.623 -2.434 -3.408 -0.051
C 1.375 -2.097 -2.895 -0.141
C 1.240 -1.083 -1.948 -0.300
H 4.306 -0.093 1.955 0.100
H 3.549 -1.151 0.761 0.093
H 2.538 -0.262 1.926 0.070
H 4.190 2.275 1.727 0.097
H 2.423 2.181 1.776 0.073
H 3.240 3.001 0.423 0.082
H 2.098 1.702 -1.049 0.122
H 1.297 0.622 0.098 0.093
H 4.461 -0.162 -1.681 0.131
H 4.701 -1.955 -3.348 0.124
H 2.731 -3.231 -4.128 0.120
H 0.506 -2.667 -3.256 0.080
N -2.662 -1.575 -3.129 -0.013
C -3.206 -2.875 -2.782 -0.296
C -4.559 -2.995 -2.486 0.007
C -5.066 -4.227 -2.096 0.001
C -4.198 -5.299 -2.065 -0.222
C -2.838 -5.205 -2.318 -0.001
C -2.346 -3.965 -2.702 -0.022
S -4.858 -7.013 -1.845 0.561
O -3.834 -7.936 -2.184 -0.237
O -6.154 -7.145 -2.397 -0.221
O -4.811 -6.518 -0.412 -0.120
H -3.348 -0.869 -2.867 0.093
H -2.551 -1.485 -4.139 0.127
H -5.215 -2.138 -2.557 0.126
H -6.109 -4.356 -1.850 0.140
H -2.205 -6.077 -2.244 0.132
H -1.298 -3.868 -2.959 0.092
```

(3)
Density functional theory data (ωB97M-V with the def2-TZVPD basis set) for a molecular structure, C33H36N5O4Si2Ti.

Output
- HOMO energy (alpha / beta) (eV) = -2.35 / -2.35
- net charge = -1
- relative energy (zero: lowest compared OMol25 entry of this formula, charge and spin) (kJ/mol) = 0.00
- orbital gap (alpha / beta) (eV) = 4.35 / 4.35

Geometry as XYZ:
```
81
Properties=species:S:1:pos:R:3:lowdin_charge:R:1
Ti 1.097 -0.338 -0.186 0.779
C -0.587 -1.277 2.979 -0.226
Si -1.088 -0.859 1.191 0.560
C -2.492 0.432 1.533 -0.252
C -1.993 -2.437 0.592 -0.308
C -3.128 -2.915 1.258 -0.115
C -3.729 -4.113 0.906 -0.110
C -3.195 -4.866 -0.132 -0.109
C -2.079 -4.403 -0.810 -0.110
C -1.463 -3.192 -0.472 -0.318
Si -0.027 -2.453 -1.514 0.614
C 1.192 -3.818 -2.073 -0.211
C -0.949 -2.275 -3.186 -0.217
H -1.445 -1.584 3.587 0.018
H -0.115 -0.413 3.456 0.014
H 0.143 -2.089 2.983 0.016
H -3.289 -0.006 2.142 0.015
H -2.969 0.846 0.638 -0.001
H -2.063 1.253 2.122 0.015
H -3.544 -2.345 2.084 0.087
H -4.603 -4.465 1.442 0.090
H -3.652 -5.810 -0.411 0.091
H -1.677 -4.997 -1.626 0.090
H 0.709 -4.801 -2.115 0.021
H 2.092 -3.906 -1.470 0.007
H 1.495 -3.567 -3.094 0.022
H -1.119 -3.290 -3.560 0.025
H -0.362 -1.746 -3.942 0.024
H -1.925 -1.797 -3.103 0.016
C 2.571 -4.228 1.341 -0.100
C 3.897 -3.880 1.739 -0.116
C 4.218 -2.567 1.786 -0.051
C 3.256 -1.573 1.429 -0.242
N 2.084 -1.930 0.739 -0.066
C 1.754 -3.255 0.861 -0.226
C 3.312 -0.250 1.815 -0.243
C 4.337 0.353 2.608 -0.047
C 4.126 1.540 3.220 -0.116
C 2.849 2.172 3.063 -0.107
C 1.968 1.626 2.184 -0.193
N 2.189 0.500 1.446 -0.048
H 2.213 -5.247 1.384 0.092
H 4.609 -4.642 2.029 0.086
H 5.188 -2.246 2.145 0.094
H 0.754 -3.520 0.544 0.062
H 5.268 -0.182 2.747 0.095
H 4.892 1.990 3.840 0.086
H 2.586 3.069 3.605 0.082
H 1.012 2.111 2.033 0.095
O 2.787 0.924 -3.730 0.057
C 2.033 0.522 -2.858 -0.598
O 2.346 -0.082 -1.769 -0.127
C 0.537 0.764 -3.015 -0.199
C 0.022 1.374 -4.147 0.011
C -1.344 1.583 -4.221 -0.050
C -2.140 1.157 -3.168 -0.046
C -1.543 0.546 -2.080 -0.165
N -0.223 0.366 -1.991 -0.029
H 0.713 1.667 -4.925 0.119
H -1.784 2.063 -5.086 0.104
H -3.215 1.283 -3.183 0.108
H -2.129 0.170 -1.252 0.091
O -3.872 5.663 1.801 -0.038
C -3.952 4.659 0.822 -0.250
N -2.685 4.013 0.562 0.106
C -1.678 4.754 0.037 -0.425
O -1.828 5.946 -0.210 0.052
C -0.372 4.069 -0.201 -0.089
C 0.756 4.832 -0.483 0.014
C 1.958 4.189 -0.708 -0.012
C 2.003 2.804 -0.637 -0.089
N 0.921 2.069 -0.386 0.003
C -0.236 2.690 -0.179 -0.077
H -3.299 6.346 1.426 0.075
H -4.318 5.072 -0.121 0.126
H -4.647 3.905 1.185 0.128
H -2.504 3.107 0.965 0.096
H 0.664 5.909 -0.522 0.121
H 2.859 4.743 -0.929 0.111
H 2.924 2.253 -0.778 0.132
H -1.074 2.030 0.003 0.077
```

> Among the records above, which one has the lowest net charge?

C33H36GeNNaO2